Record 1
Below is C36H34BrN6O3Sn as an isolated structure in a non-equilibrium geometry, with properties calculated with wB97M-V/def2-TZVPD.

Last column: Mulliken charge in e.
Positions of all 81 atoms, in Å:
Sn 2.144 -1.093 0.307  1.739
Br -2.708 7.869 2.258  -0.193
O 3.388 -2.487 1.792  -0.861
O -0.248 -0.716 0.398  -0.746
O 2.431 0.962 1.349  -1.004
N 2.117 1.022 -1.543  0.053
N -4.908 1.980 -0.673  -0.338
N -1.109 -0.506 -2.209  -0.004
N 2.814 -2.626 -2.095  0.873
N 1.265 -3.791 0.498  0.400
N -5.375 2.987 -0.101  -0.769
C -3.043 1.501 0.834  -0.220
C -2.827 0.079 -3.756  -0.942
C 0.961 2.391 0.109  0.489
C 3.627 -2.896 4.072  -0.663
C 0.009 3.308 2.574  -0.723
C 1.770 -3.474 -2.667  -1.590
C 1.738 -3.841 2.873  0.727
C -3.066 0.681 -1.447  1.044
C -0.069 3.339 0.193  -0.738
C 3.923 -3.398 -1.575  -1.386
C -1.582 -0.472 -3.429  -0.223
C -3.689 1.439 -0.411  0.001
C 1.519 1.867 1.312  0.556
C 1.022 2.390 2.531  -0.574
C -3.574 0.652 -2.757  -0.740
C -3.095 5.808 0.322  -0.770
C 2.926 -3.045 2.847  0.438
C -0.555 3.787 1.393  0.256
C 3.159 -3.408 5.250  -0.355
C 2.125 -0.614 -3.362  0.952
C -1.249 0.004 0.123  0.250
C 1.975 -4.145 5.275  -0.687
C -3.535 6.309 1.535  0.328
C 1.349 1.982 -1.206  -0.413
C -3.652 4.649 -0.169  0.321
C -1.904 0.790 1.099  -0.920
C 1.005 -4.179 1.686  -0.349
C 1.301 -4.365 4.098  -0.752
C -5.138 4.549 1.729  -0.392
C 0.524 -4.390 -0.583  -1.433
C 0.483 -3.521 -1.838  1.080
C 3.263 -1.576 -2.996  -1.381
C 2.374 0.837 -2.946  -1.564
C -4.677 3.986 0.530  0.019
C -1.819 0.045 -1.216  -0.019
C -4.554 5.690 2.240  -0.532
H 0.182 -4.900 1.857  0.128
H -0.368 3.658 3.527  0.365
H 1.440 1.982 3.440  0.439
H -0.513 -4.600 -0.268  0.574
H -4.886 6.107 3.179  0.410
H -3.519 2.059 1.630  0.393
H -2.312 6.310 -0.229  0.351
H 3.544 -4.061 -0.804  0.385
H 1.939 -0.641 -4.438  0.492
H 1.600 -4.545 6.207  0.367
H -0.310 -3.906 -2.487  0.479
H 4.441 -3.985 -2.351  0.300
H 4.638 -2.722 -1.111  0.376
H 0.990 -5.357 -0.832  0.232
H -0.503 3.701 -0.730  0.206
H 3.416 1.124 -3.143  0.277
H -5.938 4.059 2.264  0.429
H 1.721 1.496 -3.544  0.540
H 0.219 -2.507 -1.538  -1.052
H -3.186 0.053 -4.774  0.399
H 3.729 -2.000 -3.907  0.222
H -4.541 1.096 -2.947  0.474
H 0.908 2.611 -2.002  0.153
H 1.499 -3.082 -3.653  0.538
H -0.940 -0.885 -4.199  0.378
H 4.546 -2.330 4.040  0.397
H 0.395 -4.960 4.109  0.310
H 4.041 -1.020 -2.465  0.538
H 2.153 -4.494 -2.811  0.578
H -3.315 4.242 -1.112  0.298
H 1.221 -0.929 -2.840  -0.521
H -1.466 0.821 2.086  0.558
H 3.707 -3.246 6.170  0.371
H -1.369 4.492 1.435  0.368

The value obtained for the highest occupied orbital energy is -4.4 eV. As for the energy above the lowest of the compared OMol25 structures with the same formula, charge and spin: 1.2311 eV. As for the charge: -1. The value obtained for the energy is -128841.6705 eV. For the LUMO energy, the calculation gives 2.2 eV. The calculation puts the gap between HOMO and LUMO at 0.2409 Eh.


Record 2
Below is a single C2H4Cl2N2 molecule in a non-equilibrium geometry, with properties calculated with wB97M-V/def2-TZVPD.

Last column: Mulliken charge in e.
Positions of all 10 atoms, in Å:
Cl -1.636 -1.050 0.001  -0.134
Cl -0.403 1.675 0.073  -0.128
N 2.028 -0.495 -1.014  -0.602
N 1.361 -0.623 1.215  -0.604
C -0.281 0.041 -0.497  -0.072
C 1.123 -0.414 -0.129  0.446
H 0.644 -0.108 1.768  0.303
H 2.393 -0.137 1.315  0.267
H -0.143 0.185 -1.619  0.316
H 2.991 -0.497 -0.380  0.207

The value obtained for the highest occupied orbital energy is -10.2 eV. As for the energy above the lowest of the compared OMol25 structures with the same formula, charge and spin: 0.8865 eV. The value obtained for the energy is -30162.8119 eV. As for the SMILES: [H]/N=C(\N)C(Cl)Cl. For the LUMO energy, the calculation gives 0.5 eV. The calculation puts the gap between HOMO and LUMO at 0.3959 Eh.


Record 3
Below is a 7-piece molecular cluster, C6H24N11O9 overall in a non-equilibrium geometry, with properties calculated with wB97M-V/def2-TZVPD.

Last column: Mulliken charge in e.
Positions of all 50 atoms, in Å:
O 5.833 -14.802 -17.455  -0.769
O 9.813 -19.186 -20.171  -0.718
O 10.813 -11.836 -19.861  -0.740
O 8.904 -13.984 -22.761  -0.753
O 8.184 -14.887 -12.771  -0.732
O 1.037 -14.888 -17.648  -0.696
O 4.604 -13.534 -19.896  -0.440
O 7.778 -15.148 -18.252  -0.309
O 6.150 -16.339 -18.944  -0.702
N 6.585 -15.453 -18.226  0.489
N 8.239 -14.791 -14.988  -0.301
N 7.565 -14.672 -21.113  -0.015
N 8.523 -18.469 -18.496  -0.354
N 9.484 -15.732 -21.539  -0.281
N 8.700 -12.382 -19.133  -0.159
N 7.772 -18.348 -20.572  -0.309
N 2.693 -14.145 -16.269  -0.377
N 10.413 -13.645 -18.675  -0.371
N 2.943 -16.044 -17.409  -0.346
N 6.277 -15.176 -14.030  -0.279
C 10.015 -12.559 -19.269  0.501
C 7.581 -14.992 -13.863  0.559
C 2.161 -15.001 -17.168  0.666
C 4.828 -12.173 -20.129  -0.476
C 8.645 -14.791 -21.881  0.611
C 8.753 -18.710 -19.761  0.597
H 9.308 -18.749 -17.930  0.223
H 9.209 -14.528 -14.925  0.159
H 4.156 -11.528 -19.556  0.276
H 10.377 -15.665 -22.000  0.207
H 6.991 -17.817 -20.216  0.233
H 3.902 -15.797 -17.218  0.142
H 8.151 -12.944 -18.503  0.081
H 7.083 -13.812 -21.321  0.119
H 9.321 -16.267 -20.702  0.099
H 5.979 -15.449 -14.953  0.192
H 9.680 -14.309 -18.477  0.343
H 5.853 -11.895 -19.878  0.092
H 2.646 -16.760 -18.049  0.221
H 7.837 -18.399 -21.575  0.219
H 5.021 -13.845 -19.087  0.256
H 7.392 -15.338 -20.382  0.109
H 2.206 -13.297 -16.036  0.205
H 7.826 -17.785 -18.245  0.215
H 5.712 -15.301 -13.207  0.198
H 3.672 -14.317 -16.108  0.211
H 7.819 -14.934 -15.893  0.222
H 4.580 -11.956 -21.168  0.261
H 8.403 -11.432 -19.294  0.187
H 11.381 -13.890 -18.805  0.233

The value obtained for the highest occupied orbital energy is -7.0 eV. As for the energy above the lowest of the compared OMol25 structures with the same formula, charge and spin: 0.0000 eV. As for the charge: -1. The value obtained for the energy is -41433.9971 eV. For the LUMO energy, the calculation gives 2.4 eV. The calculation puts the gap between HOMO and LUMO at 0.3485 Eh.


Record 4
Below is a 9-piece molecular cluster, C22H46NO25S overall in a non-equilibrium geometry, with properties calculated with wB97M-V/def2-TZVPD.

Last column: Mulliken charge in e.
Positions of all 95 atoms, in Å:
S 6.661 -1.401 10.740  1.024
O 15.328 -6.436 11.355  -0.465
O 14.626 1.655 11.289  -0.347
O 13.576 -5.093 15.436  -0.089
O 9.209 -0.250 13.808  -0.438
O 11.843 -8.234 9.401  -0.323
O 15.589 -1.543 6.391  -0.601
O 13.374 -4.340 17.420  -0.134
O 15.400 -4.098 16.471  -0.595
O 14.934 -3.548 6.041  -0.584
O 6.513 -4.743 13.511  -0.369
O 10.948 -2.393 11.194  -0.780
O 5.665 -1.518 11.790  -0.759
O 12.439 1.070 11.804  -0.478
O 8.361 -4.748 12.123  -0.441
O 8.007 -1.817 11.170  -0.607
O 10.515 -0.956 15.505  0.010
O 14.033 1.344 13.457  -0.310
O 6.895 -0.021 10.327  -0.787
O 8.536 -4.430 14.407  -0.470
O 15.401 -6.672 9.126  -0.180
O 8.357 -1.263 15.718  -0.418
O 11.420 -7.413 11.399  -0.192
O 6.354 -2.256 9.624  -0.784
O 16.736 -7.963 10.206  -0.211
O 10.762 -6.231 9.641  -0.484
N 14.917 -2.494 6.712  0.946
C 13.729 -4.120 18.799  -1.028
C 17.383 -8.576 11.289  -1.060
C 14.178 -2.444 8.002  -0.456
C 15.705 -7.060 10.320  0.587
C 12.971 -3.742 11.095  -0.151
C 9.870 -4.309 14.308  -0.215
C 12.289 -2.518 11.656  1.636
C 12.467 -8.044 12.106  -0.117
C 14.255 -4.555 16.442  0.538
C 5.575 -4.907 12.505  -0.479
C 7.863 -4.631 13.247  0.701
C 13.266 1.392 14.633  -0.599
C 7.010 -1.222 15.198  -0.389
C 10.772 -1.573 16.793  -0.859
C 13.596 1.294 12.181  0.697
C 11.345 -7.205 10.079  0.809
C 14.109 -5.663 14.258  -0.252
C 14.392 1.522 9.840  -0.320
C 12.578 -2.321 13.159  -0.412
C 14.515 -5.630 8.834  0.097
C 11.618 -8.439 7.957  -0.776
C 9.293 -0.732 14.947  0.683
H 16.644 -8.786 12.062  0.293
H 5.633 -5.706 11.766  0.260
H 4.561 -4.937 12.904  0.195
H 14.134 -5.652 7.813  0.254
H 12.826 -3.970 19.391  0.281
H 14.739 -2.613 8.921  0.213
H 13.600 -5.794 9.402  -0.338
H 13.500 2.042 9.489  0.297
H 11.837 -1.672 17.000  0.247
H 12.357 -3.162 13.817  -0.262
H 10.304 -5.296 14.147  0.468
H 18.150 -7.971 11.771  0.303
H 14.504 -4.768 19.207  0.337
H 17.796 -9.561 11.071  0.328
H 12.215 -8.307 13.134  0.245
H 10.604 -8.391 7.559  0.327
H 12.027 -9.391 7.618  0.296
H 14.937 -4.659 9.092  0.221
H 12.807 -3.992 10.047  0.055
H 13.264 -7.301 12.113  -0.272
H 10.201 -3.744 13.437  0.314
H 12.597 -4.572 11.694  -0.540
H 10.388 -2.580 16.956  0.265
H 13.913 1.798 15.411  0.275
H 6.615 -0.207 15.242  0.263
H 15.277 1.873 9.310  0.241
H 10.256 -1.001 17.565  0.365
H 10.281 -3.853 15.209  -0.239
H 5.664 -3.959 11.974  0.178
H 13.324 -3.114 7.899  0.289
H 14.060 -3.782 11.107  0.094
H 14.106 0.483 9.676  -0.022
H 6.375 -1.893 15.778  0.218
H 12.860 -1.734 11.158  -0.758
H 13.792 -1.426 8.053  0.227
H 14.252 -3.168 18.891  0.349
H 7.015 -1.630 14.187  0.101
H 12.920 0.412 14.962  0.169
H 14.709 -6.544 14.485  0.530
H 13.660 -2.193 13.167  0.619
H 12.789 -8.921 11.545  0.347
H 12.443 2.107 14.614  0.358
H 14.705 -4.898 13.760  0.351
H 12.188 -1.399 13.589  -0.383
H 13.262 -5.817 13.589  -0.377
H 12.056 -7.662 7.331  0.252

The value obtained for the highest occupied orbital energy is 3.6 eV. As for the energy above the lowest of the compared OMol25 structures with the same formula, charge and spin: 1.8802 eV. As for the charge: -3. The value obtained for the energy is -87058.0144 eV. For the LUMO energy, the calculation gives 4.8 eV. The calculation puts the gap between HOMO and LUMO at 0.0411 Eh.